{"formula": "C31H29BrFeIN4S", "method": "ωB97M-V/def2-TZVPD", "symbols": ["Br", "C", "S", "H", "C", "C", "H", "C", "H", "H", "H", "Fe", "C", "H", "H", "N", "H", "C", "C", "H", "C", "C", "C", "C", "C", "N", "C", "H", "H", "H", "H", "N", "H", "C", "C", "H", "H", "H", "H", "C", "C", "C", "H", "H", "C", "H", "H", "H", "C", "C", "H", "C", "C", "H", "C", "H", "H", "C", "I", "C", "C", "H", "N", "C", "C", "H", "C", "C"], "positions_angstrom": [[-5.761, -2.112, 0.476], [-7.132, 1.383, -1.265], [3.387, -0.651, 1.516], [-1.060, -3.040, 1.579], [-7.045, 0.207, -0.542], [-1.239, 2.449, -0.903], [0.540, -4.510, -2.131], [-1.186, 3.837, -0.876], [0.714, -0.434, 5.728], [-2.052, 4.409, -1.174], [4.651, -0.482, -0.559], [-0.656, -0.423, -0.121], [-4.751, -0.044, -1.233], [2.599, -1.264, -1.948], [6.153, 2.925, -0.095], [-0.201, 1.680, -0.521], [-8.059, 1.932, -1.278], [1.108, 3.675, -0.144], [1.731, -1.186, 1.303], [-0.604, -5.477, -1.192], [5.450, 2.505, -0.797], [-0.979, -0.481, 4.396], [4.070, 2.848, -0.731], [-1.359, -0.662, 3.082], [0.819, -1.016, 2.386], [4.988, 1.112, -2.667], [0.025, -3.653, -0.200], [6.876, 1.325, -1.885], [1.392, -3.870, 1.476], [2.325, -0.988, 3.920], [-1.715, -0.255, 5.151], [3.228, 2.264, -1.623], [-2.134, 1.934, -1.221], [2.596, -1.123, -0.881], [0.377, -0.585, 4.713], [-2.103, -3.551, 0.236], [0.042, 5.533, -0.444], [1.033, -5.374, 0.626], [-1.147, -4.001, -1.991], [1.229, -4.310, 0.495], [2.310, 4.296, 0.285], [3.602, 3.843, 0.153], [-4.010, 1.466, -2.552], [-1.225, -4.750, 1.178], [-0.028, 4.455, -0.478], [-7.902, -0.176, -0.009], [2.136, -4.197, -0.094], [0.502, -2.215, -1.746], [-4.853, 1.125, -1.972], [-0.316, -4.463, -1.461], [4.376, 4.396, 0.673], [1.270, -0.879, 3.714], [0.398, -2.237, -0.655], [-2.405, -0.624, 2.801], [3.677, -0.726, -0.184], [1.723, 1.629, 0.163], [-6.105, 2.744, -2.566], [3.721, 1.464, -2.528], [-2.893, -1.139, -1.221], [-1.168, -3.744, 0.761], [-5.857, -0.503, -0.520], [2.182, 5.271, 0.744], [-0.505, -0.890, 2.087], [-6.034, 1.840, -1.983], [0.926, 2.276, -0.170], [3.019, 1.048, -3.241], [1.464, -1.473, -0.068], [5.845, 1.637, -1.774]], "forces_ev_per_angstrom": [[-0.1686, 0.0913, 0.0390], [0.2140, 0.0027, -0.1065], [-0.4276, 0.0003, -0.5801], [-0.1046, -0.0856, 0.0453], [-0.0894, -0.0285, -0.0071], [-0.7233, 0.1936, -0.2775], [0.0816, -0.0256, -0.0924], [0.0228, -0.2606, -0.0118], [0.0337, -0.0316, 0.0462], [-0.0926, 0.0284, -0.0143], [0.1980, 0.1151, -0.1449], [1.4442, 0.5100, 0.6325], [0.2030, -0.2265, 0.2676], [0.0157, 0.0016, -0.1500], [0.0997, 0.0576, 0.0493], [-0.1977, -0.7909, 0.3205], [-0.1073, 0.0711, -0.0033], [-0.0958, 0.4615, 0.1166], [0.7017, 0.1787, -1.5422], [-0.0438, -0.1201, 0.0092], [-0.1303, -0.0765, 0.0589], [0.2016, -0.0770, 0.0318], [0.4048, -0.0465, -0.1527], [-0.3381, 0.0592, 0.1143], [-0.9011, 0.0713, 0.8185], [0.2086, -0.6563, -0.6534], [0.1226, -0.3351, 0.2116], [0.1159, 0.0647, 0.0748], [0.1099, 0.0181, 0.0990], [0.0427, -0.0003, 0.0659], [-0.0851, -0.0274, 0.0251], [-0.7411, 0.4352, 0.1718], [-0.0703, -0.0416, 0.0094], [0.1034, -0.0257, 0.2567], [-0.3949, 0.0447, -0.1012], [-0.1086, 0.0625, 0.0537], [0.0169, 0.0904, 0.0009], [0.0252, -0.1121, 0.0722], [-0.1140, 0.0472, -0.1206], [-0.2295, -0.0102, -0.1381], [-0.2687, 0.0584, -0.0398], [0.2427, -0.1334, 0.1896], [0.1121, 0.0639, -0.0406], [-0.0580, -0.0977, 0.0296], [0.0775, -0.2046, 0.1179], [-0.0342, -0.0058, 0.0857], [0.1188, 0.0201, -0.0433], [0.1372, -0.0309, 0.1902], [0.3247, -0.1827, -0.0253], [0.0862, 0.1758, 0.3014], [0.0291, -0.0138, 0.0465], [-0.0499, -0.1132, -0.4378], [-1.8417, 0.8176, -0.5881], [-0.0254, 0.1081, -0.0186], [-0.0887, 0.0539, 0.6076], [0.0649, -0.0132, 0.0272], [0.0164, 0.1140, -0.0498], [0.5492, 0.0559, 0.0689], [-1.3254, 0.1185, -0.6733], [0.2006, -0.0580, -0.1240], [0.5360, -0.2537, -0.0237], [-0.0227, 0.0942, -0.0116], [0.9442, 0.3165, -0.3493], [-0.3106, -0.0331, 0.0797], [0.2599, -0.3308, 0.1960], [-0.0907, -0.0813, -0.1096], [1.2702, -0.1646, 1.0266], [-0.0561, 0.0929, 0.0733]], "e_tot_ha": -5951.219452, "homo_lumo_gap_ev": [3.73, 6.24], "multiplicity": 6, "e_homo_ev": [-4.38, -7.01], "charge": 0}


{"formula": "C31H29BrIrN3O2", "method": "ωB97M-V/def2-TZVPD", "symbols": ["C", "C", "H", "H", "C", "H", "H", "H", "C", "H", "C", "C", "H", "H", "N", "C", "C", "H", "C", "H", "H", "H", "H", "C", "C", "C", "H", "H", "O", "C", "C", "C", "H", "H", "C", "H", "N", "N", "H", "C", "C", "H", "H", "H", "H", "C", "H", "C", "C", "H", "C", "H", "C", "C", "O", "H", "Ir", "C", "C", "C", "H", "C", "C", "C", "Br", "C", "H"], "positions_angstrom": [[-1.382, 1.801, 4.288], [0.974, 2.483, 0.009], [2.381, 2.094, 3.467], [-0.551, -3.984, 1.313], [2.490, -2.439, -0.744], [1.568, -1.584, -4.025], [1.842, 2.007, -0.426], [0.049, 5.315, 1.581], [-0.531, -1.279, -2.401], [-2.113, -2.223, 0.477], [0.571, 1.055, 3.013], [1.324, 2.029, 3.692], [-4.456, 4.232, 2.197], [5.285, -1.408, -3.218], [-0.450, -0.905, -1.324], [-2.361, 4.308, 1.767], [4.504, -1.704, -2.529], [-2.763, -1.625, -3.913], [-0.807, 0.951, 3.329], [-1.085, 3.442, 5.626], [-2.342, -0.592, 3.439], [1.523, -4.046, 0.301], [0.642, -1.614, -5.537], [3.710, -0.741, -1.964], [-0.637, 2.778, 4.900], [-1.880, -1.251, -4.432], [2.006, 4.315, 0.428], [3.853, 0.307, -2.194], [1.189, 0.265, 2.155], [1.505, -2.964, 0.158], [-3.796, 2.550, 1.038], [-2.728, 1.897, 0.454], [-1.439, -3.696, -3.200], [1.330, 3.625, 5.096], [-0.573, -3.306, -3.736], [0.336, -3.671, -3.258], [0.609, -2.292, 0.779], [-1.291, -0.744, 1.701], [0.658, -0.152, -4.539], [-0.591, -1.773, -3.785], [-0.184, 1.684, 0.191], [-2.198, 5.262, 2.253], [-1.909, -0.162, -4.433], [4.949, -3.817, -2.678], [-4.789, 2.137, 0.923], [-1.270, 3.665, 1.162], [-2.436, -2.453, 2.214], [-3.611, 3.742, 1.734], [3.331, -3.403, -1.350], [-2.430, 1.675, 4.536], [2.671, -1.062, -1.058], [3.178, -4.444, -1.090], [-0.016, 4.331, 1.133], [-1.558, -0.163, 2.814], [1.977, -0.055, -0.595], [-0.074, -2.922, 2.653], [0.249, -0.266, 0.470], [0.653, -1.242, -4.512], [4.318, -3.062, -2.232], [-0.403, -2.944, 1.611], [-1.917, -1.598, -5.465], [-1.409, 2.380, 0.558], [1.072, 3.774, 0.500], [-1.695, -2.132, 1.480], [-3.200, 0.427, -0.641], [0.728, 2.875, 4.598], [-0.602, -3.687, -4.757]], "forces_ev_per_angstrom": [[0.0170, 0.0138, 0.0128], [-0.0199, -0.0072, -0.0062], [0.0005, 0.0010, -0.0004], [-0.0073, 0.0022, -0.0067], [0.0234, -0.0215, -0.0402], [0.0035, 0.0035, -0.0037], [0.0062, 0.0038, 0.0001], [0.0012, 0.0020, -0.0033], [0.0167, -0.0728, 0.0271], [0.0057, -0.0109, -0.0041], [-0.0331, 0.0043, -0.0340], [-0.0071, 0.0121, 0.0313], [0.0019, 0.0011, 0.0013], [0.0017, 0.0036, 0.0042], [0.0114, 0.0623, -0.0245], [0.0054, 0.0107, 0.0007], [-0.0110, 0.0326, -0.0155], [0.0014, 0.0000, -0.0008], [0.0162, -0.0045, 0.0125], [-0.0042, -0.0032, -0.0004], [-0.0075, -0.0002, -0.0018], [0.0004, -0.0051, -0.0002], [-0.0030, -0.0009, 0.0003], [0.0087, 0.0119, -0.0068], [-0.0342, -0.0028, 0.0040], [0.0040, -0.0100, -0.0052], [-0.0017, 0.0017, 0.0038], [0.0031, -0.0018, 0.0007], [0.0119, -0.0097, 0.0147], [-0.0227, -0.0331, 0.0443], [0.0143, -0.0081, -0.0057], [-0.0071, 0.0036, 0.0023], [0.0012, -0.0006, -0.0006], [0.0041, -0.0008, -0.0031], [-0.0026, -0.0087, 0.0053], [-0.0002, 0.0012, -0.0042], [-0.0018, 0.0230, -0.0168], [-0.0330, -0.0214, 0.0143], [0.0026, -0.0011, 0.0015], [-0.0246, 0.0303, -0.0138], [0.0317, -0.0159, 0.0153], [-0.0025, -0.0005, -0.0001], [0.0036, -0.0015, -0.0019], [-0.0030, -0.0023, 0.0000], [-0.0007, 0.0016, 0.0014], [0.0028, -0.0140, -0.0032], [0.0027, 0.0046, -0.0008], [-0.0098, 0.0035, 0.0025], [0.0081, -0.0046, 0.0021], [-0.0012, 0.0014, 0.0000], [-0.0005, 0.0695, 0.0171], [-0.0003, 0.0011, -0.0013], [-0.0116, -0.0042, 0.0034], [0.0362, 0.0121, -0.0247], [0.0149, -0.0377, -0.0233], [-0.0005, 0.0140, 0.0026], [-0.0306, 0.0452, 0.0109], [0.0067, 0.0025, 0.0041], [0.0015, -0.0294, 0.0095], [0.0065, -0.0428, -0.0046], [0.0019, -0.0016, 0.0010], [-0.0006, -0.0178, -0.0048], [0.0134, 0.0004, -0.0038], [-0.0311, 0.0220, 0.0273], [-0.0143, 0.0061, 0.0028], [0.0339, -0.0116, -0.0148], [0.0013, -0.0002, 0.0003]], "e_tot_ha": -4191.603730, "homo_lumo_gap_ev": [7.50, 4.93], "multiplicity": 2, "e_homo_ev": [-10.37, -10.33], "charge": 1}


{"formula": "C31H29Cl2F2N3O4", "method": "ωB97M-V/def2-TZVPD", "symbols": ["H", "H", "H", "C", "C", "O", "C", "C", "H", "C", "C", "C", "H", "H", "O", "C", "F", "H", "C", "H", "N", "C", "F", "N", "H", "C", "Cl", "H", "O", "H", "H", "H", "O", "C", "H", "C", "C", "H", "H", "C", "N", "H", "H", "H", "C", "H", "C", "C", "C", "H", "H", "C", "C", "C", "H", "C", "H", "H", "H", "H", "C", "H", "C", "C", "C", "H", "C", "C", "Cl", "C", "C"], "positions_angstrom": [[-0.139, 0.794, 0.152], [-1.444, 2.674, -0.871], [4.457, -2.888, 3.343], [-5.275, -3.054, 0.398], [5.354, -1.509, 1.975], [7.627, -0.850, 2.213], [-4.476, 2.158, 2.076], [-0.778, 0.668, -0.725], [-0.549, 3.982, -3.247], [-3.967, 1.506, 0.968], [0.131, 4.053, -2.401], [-4.115, -2.336, 0.654], [-4.617, -3.921, -2.789], [7.675, -2.247, 4.047], [0.282, -2.766, 1.212], [-3.097, 0.267, -1.339], [-3.956, -1.760, 1.863], [4.233, 1.365, -2.306], [4.676, 0.872, -1.443], [-0.341, 4.663, -1.633], [-0.251, -0.453, -1.483], [-3.325, -2.760, -1.549], [-0.769, 0.419, 2.267], [1.673, -1.390, 0.027], [-1.436, 1.821, -2.413], [-3.727, 2.214, 3.241], [-6.479, -3.206, 1.622], [2.254, -2.837, 2.211], [3.653, 0.069, -0.900], [-4.563, 1.461, 0.069], [-6.353, -4.192, -1.051], [6.008, -0.130, 0.498], [6.778, -2.297, 3.681], [-3.116, -2.182, -0.303], [1.780, 1.851, -0.323], [2.880, -1.462, 0.712], [3.077, -2.250, 1.838], [5.529, 0.268, -1.766], [5.014, 1.626, -0.726], [1.199, 1.870, -2.943], [-3.763, 0.319, -2.268], [1.664, -0.770, -0.778], [2.095, 2.406, -3.248], [2.204, 3.467, -0.867], [-4.476, -3.480, -1.814], [-1.877, 1.649, 4.191], [-2.475, 1.624, 3.295], [-5.453, -3.634, -0.848], [-0.869, 1.981, -1.492], [0.566, 1.747, -3.819], [1.487, 0.888, -2.581], [-2.182, 0.169, -0.221], [6.687, -1.500, 2.604], [1.370, 2.809, -0.631], [-1.724, -1.490, 1.122], [5.167, -0.709, 0.844], [1.034, 4.560, -2.731], [-2.592, -2.641, -2.331], [0.822, 3.243, 0.202], [-0.681, -0.474, -2.404], [-2.714, 0.902, 0.984], [-5.452, 2.613, 2.037], [0.498, -1.998, 0.302], [4.306, -2.276, 2.469], [-1.918, -1.347, 0.056], [-0.697, -2.511, -1.368], [-1.993, 0.980, 2.173], [0.467, 2.659, -1.857], [-4.348, 3.020, 4.629], [3.943, -0.678, 0.209], [-0.603, -1.639, -0.716]], "forces_ev_per_angstrom": [[-0.1521, 0.0130, 0.0322], [-0.0609, 0.0154, -0.0060], [-0.0127, -0.0571, 0.0670], [0.1185, 0.0668, -0.0373], [-0.4331, -0.1351, -0.0289], [-0.0952, -0.0184, -0.0179], [-0.0433, 0.0633, 0.1533], [-0.2228, 0.3860, -0.0730], [-0.0989, 0.0224, -0.1251], [0.1679, 0.0018, 0.1552], [0.0338, -0.2418, 0.0943], [-0.0259, -0.0264, -0.0617], [-0.0263, -0.0423, -0.0927], [-0.0820, 0.1694, -0.2596], [-0.0868, -0.1766, 0.2185], [-0.0595, 0.1744, -0.2052], [-0.0289, -0.1574, -0.1883], [0.0725, 0.0043, 0.0363], [0.1523, 0.1663, -0.1334], [-0.0751, 0.1039, 0.0886], [-0.1107, -0.0824, -0.3250], [-0.0352, -0.0611, 0.1952], [-0.0562, -0.0878, -0.0570], [0.3117, 0.3745, -0.3306], [-0.0767, 0.0247, -0.0018], [0.1082, -0.1829, -0.3637], [-0.0240, 0.0004, 0.0592], [-0.0253, -0.0174, -0.0055], [-0.2532, -0.3618, 0.2995], [-0.0481, 0.0004, -0.0726], [-0.1063, -0.0515, 0.0119], [0.0424, 0.0710, -0.0727], [-0.1913, -0.3268, 0.3366], [-0.0898, -0.2645, 0.3083], [0.0839, -0.1394, 0.1083], [0.2512, -0.0435, 0.1604], [-0.1827, -0.0074, -0.0667], [-0.0296, 0.0093, 0.0273], [-0.0072, -0.0303, -0.0069], [-0.0339, 0.0872, 0.1837], [-0.3291, 0.0896, -0.4234], [-0.1300, -0.1406, 0.0762], [0.1320, 0.0748, -0.0782], [0.1396, 0.0726, 0.0010], [0.0115, -0.0247, -0.0654], [0.0594, 0.0141, 0.0898], [0.0481, -0.0722, -0.0578], [0.0678, 0.0940, 0.1220], [0.3953, -0.1186, 0.0714], [-0.0687, -0.0306, -0.1651], [0.0810, -0.0866, -0.0392], [0.7905, -0.0794, 0.5498], [0.5978, 0.2409, -0.0287], [-0.1869, -0.0507, -0.1981], [-0.0488, 0.1008, -0.2057], [0.0054, 0.0087, -0.0099], [0.1107, 0.0795, -0.0494], [0.1071, 0.0324, -0.0737], [-0.0455, 0.0815, 0.1551], [0.0520, -0.0355, 0.0266], [-0.0637, 0.1112, 0.0775], [-0.0886, 0.0556, 0.0277], [-0.1539, 0.1180, -0.3906], [0.3934, 0.2153, -0.0888], [0.0447, -0.2149, 0.1591], [0.0356, 0.0869, 0.0422], [-0.2646, 0.2319, -0.0057], [-0.0693, 0.1008, -0.0262], [-0.0758, 0.1045, 0.1876], [-0.0247, -0.1033, 0.1356], [-0.0909, -0.1985, 0.1804]], "e_tot_ha": -2784.123884, "homo_lumo_gap_ev": 8.91, "multiplicity": 1, "e_homo_ev": -8.56, "charge": 0}